DFT (ωB97M-V/def2-TZVPD) results for a cluster of 3 separate species, C5H14NO in total in a non-equilibrium geometry.

Computed properties:
Energy above the lowest of the compared OMol25 structures with the same formula, charge and spin   184.5 kcal per mole
Maximum force   4.853 eV Å⁻¹
Total charge   +1
Highest occupied orbital energy   -0.4997 hartree

Each atom is followed by the atoms it is bonded to, with distances in Å.
Positions of all 21 atoms, in Å:
1 H 2.41211 0.47927 0.17410  C18 1.124
2 H -0.54021 3.18731 -0.91858  C4 1.081
3 H 0.74430 -1.53479 -1.26120  C12 1.101
4 C 0.16947 2.37748 -1.01572  H2 1.081, C11 1.352, H21 1.092
5 H -2.00163 -1.98206 -0.22475  N6 1.020
6 N -1.68225 -2.87293 0.15607  H5 1.020, H17 1.040, H20 1.103
7 H 1.29937 1.74243 1.96177  C15 1.106
8 H -0.44796 -0.36938 -0.01381  O9 1.113
9 O -1.47422 0.00392 0.19887  H8 1.113, H19 1.010
10 H 1.65406 -1.63463 0.34162  C12 1.069
11 C 0.55898 1.45228 -0.10947  C4 1.352, C15 1.512, C18 1.499
12 C 0.99562 -1.07942 -0.29098  H3 1.101, H10 1.069, C18 1.508
13 H 1.73941 0.46639 -1.54726  C18 1.124
14 H -0.32189 2.42383 1.56632  C15 1.101
15 C 0.36864 1.58562 1.38502  H7 1.106, C11 1.512, H14 1.101, H16 1.077
16 H -0.13054 0.72593 1.79851  C15 1.077
17 H -0.75809 -3.30830 -0.03648  N6 1.040
18 C 1.49409 0.33416 -0.45879  H1 1.124, C11 1.499, C12 1.508, H13 1.124
19 H -2.26352 -0.51998 0.54935  O9 1.010
20 H -2.34078 -3.67272 -0.22259  N6 1.103
21 H 0.52502 2.19560 -2.03201  C4 1.092

Atom charges from the Mulliken analysis, given in e for atoms 1 to 6: 0.367, 0.331, 0.485, -1.065, 0.270, -0.674